C22H56BrN15O26PS | ωB97M-V/def2-TZVPD

For the HOMO-LUMO gap, the calculation gives 6.35 eV. The value obtained for the HOMO energy is -11.27 eV. As for the LUMO energy: -4.919 eV. Its total charge is +1.

Bonds (Å) are listed after each position.
Positions of all 122 atoms, in Å:
1 C 4.960 -1.957 4.490  C2 1.491, H15 1.187, H16 1.187
2 C 5.747 -1.808 3.233  C1 1.491, C3 1.652, H17 1.187
3 C 5.145 -2.015 1.708  C2 1.652, C4 1.639, H18 1.193, H19 1.185
4 C 4.192 -0.788 1.187  C3 1.639, C5 1.651, C10 1.642, H20 1.192
5 C 3.693 0.370 2.253  C4 1.651, N6 1.401, H21 1.178
6 N 2.674 1.004 1.530  C5 1.401, P7 1.791, C9 1.539
7 P 1.921 2.388 2.381  N6 1.791, S8 1.946, H22 1.469, H23 1.457
8 S 0.001 2.164 2.607  P7 1.946
9 C 2.343 0.445 0.134  N6 1.539, C10 1.644, H24 1.188, H25 1.178
10 C 2.933 -1.089 0.177  C4 1.642, C9 1.644, Br11 2.040, C12 1.639
11 Br 3.928 -1.772 -1.468  C10 2.040
12 C 1.932 -2.347 0.498  C10 1.639, C13 1.639, H26 1.186, H27 1.188
13 C 0.477 -1.936 1.131  C12 1.639, N14 1.524, H28 1.181, H29 1.194
14 N 0.588 -1.253 2.489  C13 1.524, H30 1.061, H31 1.062
15 H 4.534 -3.011 4.832  C1 1.187
16 H 4.822 -0.983 5.154  C1 1.187
17 H 6.903 -1.565 3.359  C2 1.187
18 H 6.094 -2.033 0.985  C3 1.193
19 H 4.649 -3.086 1.593  C3 1.185
20 H 4.914 -0.147 0.487  C4 1.192
21 H 4.084 0.619 3.335  C5 1.178
22 H 2.096 3.542 1.489  P7 1.469
23 H 2.656 2.565 3.627  P7 1.457
24 H 3.167 0.998 -0.520  C9 1.188
25 H 1.248 0.607 -0.267  C9 1.178
26 H 2.484 -3.029 1.296  C12 1.186
27 H 1.720 -3.018 -0.459  C12 1.188
28 H -0.187 -1.334 0.362  C13 1.181
29 H -0.123 -2.948 1.334  C13 1.194
30 H 1.251 -1.779 3.128  N14 1.061
31 H -0.365 -1.378 2.940  N14 1.062
32 C 1.571 6.353 -1.225  N33 1.488, H36 1.092, H37 1.092, H38 1.092
33 N 2.170 5.377 -0.275  C32 1.488, O34 1.237, O35 1.237
34 O 1.868 5.490 0.918  N33 1.237
35 O 2.926 4.524 -0.755  N33 1.237
36 H 0.931 7.040 -0.668  C32 1.092
37 H 2.391 6.892 -1.704  C32 1.092
38 H 0.987 5.787 -1.954  C32 1.092
39 C 0.396 3.190 -4.897  N40 1.488, H43 1.092, H44 1.092, H45 1.092
40 N 0.936 4.489 -4.414  C39 1.488, O41 1.237, O42 1.237
41 O 0.194 5.185 -3.711  N40 1.237
42 O 2.091 4.774 -4.754  N40 1.237
43 H -0.623 3.070 -4.524  C39 1.092
44 H 0.407 3.213 -5.988  C39 1.092
45 H 1.043 2.400 -4.510  C39 1.092
46 C -1.392 -1.046 -5.949  N47 1.488, H50 1.092, H51 1.092, H52 1.092
47 N -0.781 0.292 -5.720  C46 1.488, O48 1.237, O49 1.237
48 O -0.632 0.653 -4.547  N47 1.237
49 O -0.468 0.941 -6.725  N47 1.237
50 H -1.616 -1.502 -4.983  C46 1.092
51 H -2.307 -0.896 -6.526  C46 1.092
52 H -0.668 -1.648 -6.502  C46 1.092
53 C -1.141 5.514 3.336  N54 1.488, H57 1.092, H58 1.092, H59 1.092
54 N -2.200 6.489 3.713  C53 1.488, O55 1.237, O56 1.237
55 O -2.105 7.633 3.253  N54 1.237
56 O -3.095 6.079 4.460  N54 1.237
57 H -0.423 6.008 2.679  C53 1.092
58 H -0.657 5.181 4.257  C53 1.092
59 H -1.627 4.683 2.820  C53 1.092
60 C -2.138 7.346 -4.757  N61 1.488, H64 1.092, H65 1.092, H66 1.092
61 N -3.406 7.438 -5.530  C60 1.488, O62 1.237, O63 1.237
62 O -3.638 8.504 -6.111  N61 1.237
63 O -4.132 6.437 -5.531  N61 1.237
64 H -1.602 8.294 -4.843  C60 1.092
65 H -2.401 7.145 -3.716  C60 1.092
66 H -1.551 6.530 -5.183  C60 1.092
67 C -1.028 -0.117 6.420  N68 1.488, H71 1.092, H72 1.092, H73 1.092
68 N -1.034 -1.377 5.629  C67 1.488, O69 1.237, O70 1.237
69 O -0.037 -2.102 5.711  N68 1.237
70 O -2.041 -1.602 4.947  N68 1.237
71 H -0.086 -0.050 6.969  C67 1.092
72 H -1.126 0.714 5.718  C67 1.092
73 H -1.874 -0.157 7.110  C67 1.092
74 C -5.544 -1.734 -8.215  N75 1.488, H78 1.092, H79 1.092, H80 1.092
75 N -4.151 -2.175 -7.935  C74 1.488, O76 1.237, O77 1.237
76 O -3.851 -2.384 -6.754  N75 1.237
77 O -3.399 -2.300 -8.909  N75 1.237
78 H -6.090 -1.667 -7.272  C74 1.092
79 H -5.489 -0.756 -8.698  C74 1.092
80 H -6.000 -2.477 -8.873  C74 1.092
81 C 1.107 7.731 6.411  N82 1.488, H85 1.092, H86 1.092, H87 1.092
82 N 1.342 6.291 6.704  C81 1.488, O83 1.237, O84 1.237
83 O 1.901 6.014 7.771  N82 1.237
84 O 0.957 5.479 5.853  N82 1.237
85 H 1.494 8.327 7.240  C81 1.092
86 H 1.636 7.969 5.485  C81 1.092
87 H 0.031 7.874 6.301  C81 1.092
88 C -4.833 -5.155 -4.016  N89 1.488, H92 1.092, H93 1.092, H94 1.092
89 N -6.101 -5.063 -4.789  C88 1.488, O90 1.237, O91 1.237
90 O -6.333 -3.997 -5.371  N89 1.237
91 O -6.827 -6.064 -4.790  N89 1.237
92 H -4.297 -4.207 -4.103  C88 1.092
93 H -5.096 -5.356 -2.975  C88 1.092
94 H -4.246 -5.970 -4.442  C88 1.092
95 C -3.315 -4.027 2.853  N96 1.488, H99 1.092, H100 1.092, H101 1.092
96 N -3.569 -4.292 1.411  C95 1.488, O97 1.237, O98 1.237
97 O -3.178 -5.373 0.957  N96 1.237
98 O -4.154 -3.407 0.777  N96 1.237
99 H -2.796 -4.886 3.284  C95 1.092
100 H -2.696 -3.130 2.920  C95 1.092
101 H -4.282 -3.879 3.337  C95 1.092
102 C -6.366 -9.058 -2.376  N103 1.488, H106 1.092, H107 1.092, H108 1.092
103 N -5.826 -7.759 -1.893  C102 1.488, O104 1.237, O105 1.237
104 O -6.568 -7.063 -1.190  N103 1.237
105 O -4.671 -7.474 -2.233  N103 1.237
106 H -7.385 -9.177 -2.003  C102 1.092
107 H -6.355 -9.034 -3.467  C102 1.092
108 H -5.719 -9.848 -1.989  C102 1.092
109 C 1.341 -4.994 4.387  N110 1.488, H113 1.092, H114 1.092, H115 1.092
110 N 0.141 -5.867 4.486  C109 1.488, O111 1.237, O112 1.237
111 O -0.954 -5.310 4.633  N110 1.237
112 O 0.331 -7.087 4.414  N110 1.237
113 H 1.027 -3.951 4.466  C109 1.092
114 H 2.010 -5.259 5.208  C109 1.092
115 H 1.808 -5.184 3.418  C109 1.092
116 C 8.651 0.012 0.015  N117 1.488, H120 1.092, H121 1.092, H122 1.092
117 N 9.250 -0.964 0.965  C116 1.488, O118 1.237, O119 1.237
118 O 8.948 -0.851 2.159  N117 1.237
119 O 10.006 -1.817 0.485  N117 1.237
120 H 8.011 0.700 0.572  C116 1.092
121 H 9.471 0.551 -0.464  C116 1.092
122 H 8.067 -0.553 -0.714  C116 1.092

***

C5H7N4O5S | ωB97M-V/def2-TZVPD

For the HOMO-LUMO gap (spin up / spin down), the calculation gives 6.71 / 6.71 eV. Its SMILES is NC1(N)NC=CC(S(=O)(=O)[O-])=C1[N+](=O)[O-]. The value obtained for the HOMO energy (spin up / spin down) is -4.63 / -4.63 eV. As for the LUMO energy (spin up / spin down): 2.078 / 2.078 eV. Its total charge is -1.

Bonds (Å) are listed after each position.
Positions of all 22 atoms, in Å:
1 C 0.510 -1.298 -1.283  C2 1.376, C3 1.396, H16 1.203
2 C -0.628 -0.779 -1.857  C1 1.376, N6 1.322, H17 1.169
3 C 0.853 -1.105 0.057  C1 1.396, C4 1.875, S15 1.806
4 C -0.392 -0.045 0.972  C3 1.875, C5 1.538, N9 1.299
5 C -0.764 0.988 -0.105  C4 1.538, N6 1.519, N7 1.467, N8 1.396
6 N -1.331 0.158 -1.244  C2 1.322, C5 1.519, H18 1.054
7 N -1.810 1.945 0.272  C5 1.467, H19 1.067, H20 1.002
8 N 0.370 1.650 -0.582  C5 1.396, H21 0.924, H22 0.973
9 N -0.950 -0.565 2.024  C4 1.299, O11 1.250, O12 1.246
10 O 3.366 -2.225 0.253  S15 1.491
11 O -1.912 0.047 2.537  N9 1.250
12 O -0.601 -1.700 2.400  N9 1.246
13 O 2.486 -0.979 2.193  S15 1.439
14 O 2.728 0.197 0.060  S15 1.498
15 S 2.516 -1.110 0.760  C3 1.806, O10 1.491, O13 1.439, O14 1.498
16 H 1.247 -2.000 -1.925  C1 1.203
17 H -0.998 -1.242 -2.864  C2 1.169
18 H -2.199 0.424 -1.779  N6 1.054
19 H -2.522 1.538 0.954  N7 1.067
20 H -1.372 2.665 0.814  N7 1.002
21 H 0.224 2.310 -1.211  N8 0.924
22 H 1.178 1.126 -0.446  N8 0.973

***

Summary of calculated total energy in eV
-189423.6421; -32326.4713
(order as listed above)
Summary of relative energy (zero: lowest compared OMol25 entry of this formula, charge and spin) in eV
4.9609; 2.8407
(order as listed above)